Entry 1:
Density functional theory data (ωB97M-V with the def2-TZVPD basis set) for a cluster of 2 separate species, C7H11N3O3 in total.

Output
- Max |F|: 0.090 hartree/bohr
- Orbital gap: 9.0 eV
- Energy: -18047.429 eV
- ΔE to the lowest compared entry with this formula, charge and spin: 336.7 kJ/mol

Structure (XYZ):
```
24
C7H11N3O3 ωB97M-V with the def2-TZVPD basis set
O -1.440 -3.831 1.148
C -0.839 -3.049 0.443
C -1.086 -1.767 -0.058
C -0.054 -1.058 -0.476
N 1.183 -1.606 -0.629
C 1.528 -2.926 -0.291
O 2.702 -3.366 -0.300
N 0.496 -3.650 0.116
H -1.997 -1.309 0.193
H -0.217 -0.041 -0.818
H 2.029 -0.897 -0.496
H 0.448 -4.623 0.363
C -0.004 2.465 -1.917
N -0.521 2.615 -0.570
C -0.252 1.745 0.576
C -0.383 2.352 2.021
O 0.218 0.658 0.449
H 0.680 1.518 -1.913
H -0.906 2.405 -2.572
H 0.677 3.417 -1.993
H -1.131 3.515 -0.412
H -0.507 3.526 1.922
H 0.643 2.011 2.669
H -1.269 1.898 2.546
```

=====

Entry 2:
Density functional theory data (ωB97M-V with the def2-TZVPD basis set) for the ion C7H11N4 with charge +1.

Output
- Charge: +1
- Max |F|: 0.076 hartree/bohr
- Orbital gap: 8.7 eV
- Energy: -13387.115 eV
- ΔE to the lowest compared entry with this formula, charge and spin: 485.2 kJ/mol

Structure (XYZ):
```
22
C7H11N4 ωB97M-V with the def2-TZVPD basis set
C 0.744 0.695 1.968
N 0.275 0.916 0.568
N 1.164 1.918 0.021
C -1.312 1.400 0.834
C -2.074 0.532 0.276
N -1.343 -0.569 -0.219
C -1.712 -1.714 -0.947
C -0.501 -2.147 -1.399
C 0.572 -1.252 -1.008
N 1.876 -1.460 -1.368
C 0.022 -0.316 -0.171
H 1.913 0.545 2.064
H 0.527 1.564 2.629
H 0.256 -0.273 2.314
H 1.155 2.659 0.663
H 0.993 2.494 -0.791
H -1.411 2.431 1.096
H -3.110 0.496 0.221
H -2.741 -1.951 -1.133
H -0.055 -2.898 -2.071
H 2.191 -2.332 -1.876
H 2.573 -0.739 -1.675
```

=====

Entry 3:
Density functional theory data (ωB97M-V with the def2-TZVPD basis set) for the ion C7H11N4O with charge +1.

Output
- Charge: +1
- Max |F|: 0.032 hartree/bohr
- Orbital gap: 8.9 eV
- Energy: -15432.011 eV
- ΔE to the lowest compared entry with this formula, charge and spin: 693.7 kJ/mol

Structure (XYZ):
```
23
C7H11N4O ωB97M-V with the def2-TZVPD basis set
C 2.072 1.868 0.209
C 2.799 0.849 0.701
C 0.799 1.722 -0.370
C -0.250 1.329 -0.821
C -1.581 0.853 -1.125
C -0.330 -1.205 0.704
C -1.840 -0.969 0.637
N 1.337 -1.534 -0.963
N 2.466 -1.156 -0.520
N 0.117 -1.560 -0.620
N -2.230 0.395 0.161
O 2.449 -0.474 0.726
H 2.455 2.873 0.311
H 3.726 1.052 1.223
H -2.181 1.655 -1.566
H -1.545 0.003 -1.811
H 0.182 -0.350 1.153
H -0.160 -2.072 1.356
H -2.261 -1.701 -0.054
H -2.275 -1.110 1.627
H 1.483 -1.966 -1.885
H -1.980 1.088 0.878
H -3.251 0.410 0.049
```

=====

Entry 4:
Density functional theory data (ωB97M-V with the def2-TZVPD basis set) for the ion C7H11N4O with charge +1.

Output
- Charge: +1
- Max |F|: 0.103 hartree/bohr
- Orbital gap (spin up / spin down): 7.9 / 7.9 eV
- Energy: -15435.868 eV
- ΔE to the lowest compared entry with this formula, charge and spin: 321.5 kJ/mol

Structure (XYZ):
```
23
C7H11N4O ωB97M-V with the def2-TZVPD basis set
C 2.301 0.100 1.547
N 1.411 0.511 0.449
C 1.827 1.523 -0.422
C 0.236 -0.138 0.331
N -0.510 0.186 -0.717
N -1.736 -0.309 -1.249
C -2.599 -0.987 -0.488
C -3.851 -1.389 -0.911
C -4.399 -1.119 -2.140
N -3.982 -0.249 -3.046
C -3.239 0.652 -3.340
O -2.510 1.453 -3.736
H 3.329 -0.052 1.261
H 2.197 0.913 2.224
H 1.861 -0.780 2.034
H 2.820 1.918 -0.407
H 1.728 1.088 -1.591
H 1.247 2.434 -0.431
H -0.035 -1.011 0.955
H -0.122 0.875 -1.318
H -2.269 -1.203 0.532
H -4.495 -2.065 -0.469
H -5.321 -1.554 -2.368
```

=====

Entry 5:
Density functional theory data (ωB97M-V with the def2-TZVPD basis set) for the ion C7H11N4O2S with charge +1.

Output
- Charge: +1
- Max |F|: 0.100 hartree/bohr
- Orbital gap: 9.6 eV
- Energy: -28319.459 eV
- ΔE to the lowest compared entry with this formula, charge and spin: 22.2 kJ/mol

Structure (XYZ):
```
25
C7H11N4O2S ωB97M-V with the def2-TZVPD basis set
C -3.796 -0.522 1.255
S -2.936 -0.097 -0.234
O -2.846 1.322 -0.263
O -3.510 -0.712 -1.402
C -1.165 -0.495 -0.159
C -0.637 -1.652 -0.501
N 0.691 -2.002 -0.357
C 1.629 -1.095 -0.221
N 1.265 0.288 -0.167
C 0.027 0.678 -0.007
N -0.406 1.954 0.084
C 2.467 1.125 -0.138
C 3.630 0.096 -0.309
N 2.957 -1.191 -0.390
H -3.300 -0.120 2.051
H -4.875 -0.075 1.355
H -3.930 -1.653 1.367
H -1.163 -2.527 -0.686
H -1.374 2.030 -0.253
H 0.209 2.714 -0.170
H 2.401 1.680 0.821
H 2.584 1.833 -0.884
H 4.237 0.155 -1.121
H 4.314 0.169 0.514
H 3.527 -1.904 -0.186
```

=====

Entry 6:
Density functional theory data (ωB97M-V with the def2-TZVPD basis set) for a cluster of 2 separate species, C7H11N6O2 in total.

Output
- Charge: +1
- Max |F|: 0.063 hartree/bohr
- Orbital gap (spin up / spin down): 6.2 / 5.3 eV
- Expectation value of S²: 2.03
- Energy: -20463.043 eV
- Multiplicity: 3

Structure (XYZ):
```
26
C7H11N6O2 ωB97M-V with the def2-TZVPD basis set
C -1.629 2.126 -2.222
C -1.186 0.096 -1.424
C -1.438 1.049 -0.381
C -0.650 -1.203 -1.163
C 2.103 -0.129 0.340
C -0.899 -0.590 1.221
C 1.555 0.494 1.394
N -1.781 2.217 -0.920
N -1.308 0.806 -2.586
N -1.299 0.654 0.934
N -0.506 -1.373 0.240
N 2.467 -1.401 0.118
N -0.970 -0.976 2.487
O -0.306 -2.093 -1.961
O 2.213 0.644 -0.840
H -1.669 2.826 -3.043
H 1.524 -0.060 2.375
H 1.337 1.609 1.494
H -0.916 0.371 -3.404
H -1.657 1.347 1.640
H -0.023 -2.244 0.486
H 2.398 -2.256 0.655
H 2.417 -1.435 -0.918
H -0.792 -1.925 2.917
H -1.079 -0.135 3.146
H 2.095 1.580 -0.585
```

=====

Entry 7:
Density functional theory data (ωB97M-V with the def2-TZVPD basis set) for a structure of composition C7H11N7O3PdS3.

Output
- Charge: -2
- Max |F|: 0.004 hartree/bohr
- Orbital gap: 5.2 eV
- Energy: -59993.684 eV
- ΔE to the lowest compared entry with this formula, charge and spin: 0.0 kJ/mol

Structure (XYZ):
```
32
C7H11N7O3PdS3 ωB97M-V with the def2-TZVPD basis set
Pd 0.884 1.502 -1.435
N 0.300 -0.326 1.362
N -0.653 -0.771 0.419
C -0.677 -2.055 0.003
N -1.268 -2.249 -1.173
N -0.123 -2.967 0.828
N -0.151 -4.260 0.477
O 0.502 -5.017 1.187
O -0.807 -4.699 -0.489
H -0.207 0.275 2.003
H 0.902 0.311 0.828
H -0.839 -0.088 -0.327
H -1.443 -1.429 -1.764
H -1.366 -3.199 -1.487
S -0.954 0.678 -2.691
C -2.098 1.811 -1.981
C -3.435 1.703 -2.485
N -4.504 1.583 -2.905
C -1.825 2.770 -1.033
S -0.311 3.146 -0.253
C -2.922 3.599 -0.599
N -3.779 4.282 -0.238
C 3.133 -2.255 1.283
S 3.780 -0.626 0.918
C 3.141 -0.509 -0.759
O 5.269 -0.772 0.790
H 2.046 -2.203 1.355
H 3.559 -2.551 2.240
H 3.445 -2.954 0.506
H 2.059 -0.668 -0.781
H 3.655 -1.263 -1.357
H 3.352 0.495 -1.130
```

=====

Entry 8:
Density functional theory data (ωB97M-V with the def2-TZVPD basis set) for an isolated molecule of C7H11NO.

Output
- Max |F|: 0.096 hartree/bohr
- Orbital gap: 8.5 eV
- Energy: -10971.489 eV
- ΔE to the lowest compared entry with this formula, charge and spin: 365.4 kJ/mol

Structure (XYZ):
```
20
C7H11NO ωB97M-V with the def2-TZVPD basis set
C -1.235 -0.025 1.782
C -0.680 0.491 0.675
C -1.313 1.342 -0.374
N -0.690 1.026 -1.560
C 0.568 0.461 -1.377
C 1.631 0.879 -0.394
C 0.611 -0.146 0.016
C 0.688 -1.663 0.136
O 0.783 -2.015 1.495
H -2.110 0.485 2.300
H -0.825 -0.859 2.499
H -1.277 2.387 0.061
H -2.475 1.230 -0.504
H -0.949 1.248 -2.474
H 0.918 -0.175 -2.229
H 1.501 1.851 -0.047
H 2.585 0.607 -0.801
H -0.140 -2.046 -0.435
H 1.575 -2.100 -0.303
H 0.831 -2.977 1.536
```

=====

Entry 9:
Density functional theory data (ωB97M-V with the def2-TZVPD basis set) for an isolated molecule of C7H11NO.

Output
- Max |F|: 0.085 hartree/bohr
- Orbital gap (spin up / spin down): 7.3 / 9.1 eV
- Energy: -10968.708 eV
- ΔE to the lowest compared entry with this formula, charge and spin: 633.7 kJ/mol

Structure (XYZ):
```
20
C7H11NO ωB97M-V with the def2-TZVPD basis set
C -0.766 1.434 -0.032
C -0.593 -0.972 -0.080
C -1.540 2.252 -0.654
C 0.149 0.381 0.148
C 0.017 -2.265 -0.656
C 0.779 0.301 1.689
C 1.385 0.434 -0.809
N -1.772 -1.026 0.335
O -2.452 -0.057 0.766
H -2.635 1.877 -0.603
H -1.230 3.304 -1.004
H -0.490 -3.156 -0.409
H 1.043 -2.336 -0.098
H 0.169 -2.315 -1.693
H 1.522 -0.470 1.752
H -0.023 0.116 2.371
H 1.237 1.248 1.999
H 1.092 0.414 -1.810
H 2.084 -0.516 -0.688
H 2.024 1.353 -0.523
```

=====

Entry 10:
Density functional theory data (ωB97M-V with the def2-TZVPD basis set) for a structure of composition C7H11NO.

Output
- Max |F|: 0.032 hartree/bohr
- Orbital gap: 7.5 eV
- Energy: -10970.688 eV
- ΔE to the lowest compared entry with this formula, charge and spin: 442.6 kJ/mol

Structure (XYZ):
```
20
C7H11NO ωB97M-V with the def2-TZVPD basis set
C 1.547 1.227 -0.926
C -2.008 -0.993 -0.437
C 0.235 0.558 -1.205
C 0.428 -1.095 0.001
C -0.776 -0.427 0.223
N 0.074 1.304 1.729
C -0.840 0.856 0.777
C 1.260 -2.046 0.344
O -0.375 0.533 -2.235
H 0.476 0.597 2.328
H -0.173 2.150 2.216
H -1.735 1.443 0.619
H 1.436 2.279 -1.205
H 1.841 1.178 0.116
H 2.313 0.776 -1.556
H -2.578 -0.216 -0.947
H -2.636 -1.450 0.331
H -1.753 -1.752 -1.174
H 2.181 -2.227 -0.204
H 1.083 -2.695 1.204
```

=====

Entry 11:
Density functional theory data (ωB97M-V with the def2-TZVPD basis set) for an isolated molecule of C7H11NO.

Output
- Max |F|: 0.089 hartree/bohr
- Orbital gap: 9.4 eV
- Energy: -10972.032 eV
- ΔE to the lowest compared entry with this formula, charge and spin: 313.0 kJ/mol

Structure (XYZ):
```
20
C7H11NO ωB97M-V with the def2-TZVPD basis set
C 2.199 0.783 -0.434
C 1.184 -0.207 -0.894
C -0.043 -0.400 0.090
N 0.555 -1.140 1.298
C -0.593 0.923 0.598
C -1.860 1.315 0.286
O -2.842 0.558 -0.200
C -2.498 -0.798 -0.493
C -1.213 -1.208 -0.380
H 2.526 0.460 0.648
H 3.245 0.597 -1.115
H 1.830 1.913 -0.355
H 0.870 0.037 -1.994
H 1.768 -1.218 -1.068
H 1.363 -0.661 1.716
H -0.210 -1.377 1.989
H 0.195 1.705 0.932
H -2.155 2.354 0.681
H -3.344 -1.298 -0.803
H -0.979 -2.337 -0.499
```